1.
Density functional theory data (ωB97M-V/def2-TZVPD) for a cluster of 2 separate species, C6H16O2S2Si in total.

Each line ends with the natural charge from an NBO analysis.
Geometry (Å):
C  -1.15929  -3.25183  0.73075  -0.6146
C  2.87905  1.90080  0.14746  -0.6362
C  -0.10255  -2.17745  0.58607  -0.0653
C  2.23520  1.20199  -1.05210  -0.0690
C  -1.62168  1.01375  -1.75994  -0.6521
C  -0.84130  1.67470  0.69728  -1.0098
O  -0.67557  -0.92249  0.87133  -0.9034
O  1.47280  0.09460  -0.51834  -0.9266
Si  0.41176  0.30873  0.72248  1.9297
S  -3.22719  0.52778  -1.33565  0.0925
S  -2.37926  1.61918  1.35333  0.1799
H  -1.57366  -3.34422  -0.21001  0.1936
H  -0.78954  -4.17241  0.97457  0.2049
H  -1.97928  -3.03296  1.33413  0.2161
H  2.12850  2.24829  0.76849  0.2031
H  3.67197  1.17409  0.66712  0.2371
H  3.38102  2.90790  -0.23450  0.2194
H  0.41520  -2.24741  -0.28452  0.1819
H  0.52095  -2.47995  1.47490  0.1569
H  2.85284  0.65319  -1.68578  0.1925
H  1.43504  1.66333  -1.66768  0.1903
H  -1.52643  1.73799  -2.47197  0.1872
H  -0.82949  0.36674  -2.06740  0.2079
H  -0.37429  2.70536  0.54830  0.2456
H  1.19464  0.35152  1.98652  -0.2534
H  -3.06186  -0.82155  -1.47241  0.1341
H  -2.45757  0.30035  1.89759  0.1578

Properties
- HOMO (alpha / beta): -7.40 / -7.19 eV
- Gap between HOMO and LUMO (alpha / beta): 7.678 / 7.530 eV
- Spin multiplicity: 1


2.
Density functional theory data (ωB97M-V/def2-TZVPD) for a structure of composition C45H50As2BF6HfN2S4.

Each line ends with the Mulliken spin population.
Geometry (Å):
Hf  0.56415  -0.57589  0.18125  0.0069
S  1.43202  -2.48901  4.27280  0.9825
C  1.12805  -1.94697  2.69864  -0.0746
S  0.98359  -0.23384  2.54229  0.0455
S  0.93932  -2.84343  1.29743  0.0169
S  1.18871  2.04350  -0.00386  0.0058
C  2.73903  2.37577  0.78238  -0.0021
C  2.89888  3.56230  1.48041  0.0004
C  3.95926  3.72261  2.33767  -0.0003
C  5.02571  2.79109  2.36430  0.0001
C  4.99721  1.70649  1.54583  0.0005
C  3.86260  1.47020  0.77718  0.0038
As  3.58041  -0.06086  -0.37577  0.0004
C  4.43659  0.88668  -1.89246  -0.0004
C  4.75848  0.16311  -2.99988  -0.0005
C  5.21547  0.83213  -4.16138  0.0002
C  5.42488  2.20363  -4.19416  0.0001
C  5.18112  2.92167  -3.01638  0.0001
C  4.63343  2.29573  -1.95010  -0.0002
C  4.85780  -1.39829  0.13054  0.0004
C  5.98589  -1.66733  -0.66533  0.0001
C  6.82615  -2.66269  -0.31150  -0.0003
C  6.62647  -3.39977  0.88070  0.0002
C  5.45104  -3.20970  1.62319  -0.0006
C  4.59716  -2.17083  1.25711  0.0009
H  2.11302  4.30826  1.29428  0.0002
H  4.07092  4.68591  2.77365  0.0000
H  5.81036  2.96031  3.05219  0.0000
H  5.81358  0.98346  1.54490  0.0000
H  4.51029  -0.91356  -3.07645  0.0001
H  5.54774  0.37058  -5.07615  0.0000
H  5.74185  2.70959  -5.09304  0.0000
H  5.26938  3.97771  -3.10974  0.0000
H  4.45376  2.85849  -1.07186  0.0001
H  6.21717  -1.07407  -1.54878  0.0001
H  7.74069  -2.84591  -0.85586  0.0000
H  7.26334  -4.17415  1.15465  0.0001
H  5.17356  -3.72323  2.51285  -0.0004
H  3.67929  -2.06966  1.81412  0.0001
F  0.02811  -2.20743  -1.25379  0.0095
As  0.85367  -2.19469  -2.84074  -0.0004
F  1.23169  -0.45669  -2.33842  -0.0006
F  -0.62438  -1.57474  -3.38446  0.0001
F  1.57070  -1.98101  -4.36499  0.0000
F  0.31763  -3.80932  -3.05519  0.0000
F  2.39865  -2.59799  -2.20146  -0.0002
C  0.05952  2.73166  -3.34016  0.0007
C  -1.18544  2.28904  -2.57073  0.0011
C  -2.19666  3.45342  -2.38591  0.0000
C  -2.00550  1.10013  -3.15262  0.0005
C  -2.16109  0.85397  -4.51911  0.0000
C  -3.01253  -0.11635  -4.99557  0.0003
C  -3.56209  -0.95863  -4.10051  -0.0009
C  -3.48195  -0.81419  -2.72223  -0.0004
C  -3.98110  -1.92768  -1.76952  -0.0003
C  -3.33398  -3.19484  -2.19741  0.0002
C  -5.54733  -2.21822  -1.77349  0.0000
C  -2.69349  0.21652  -2.25555  0.0010
N  -2.78494  0.48945  -0.79152  -0.0001
B  -1.91764  0.05033  0.28876  0.0043
N  -2.69373  0.21776  1.50767  -0.0009
C  -3.87805  0.81515  1.13649  0.0008
C  -3.92777  0.96738  -0.23586  -0.0008
C  -2.51226  -0.08968  2.88371  -0.0037
C  -2.81883  -1.39449  3.39711  0.0085
C  -2.63169  -1.63625  4.73542  -0.0066
C  -2.31774  -0.62528  5.64387  0.0041
C  -1.96758  0.55495  5.11019  -0.0078
C  -1.99394  0.91520  3.72655  0.0027
C  -1.44097  2.21690  3.17237  0.0045
C  -0.21533  2.78331  3.87959  -0.0003
C  -2.49829  3.30248  3.24096  0.0004
C  -3.20017  -2.52418  2.48156  0.0003
C  -3.07857  -3.93215  3.09391  -0.0002
C  -4.61445  -2.36569  1.87612  0.0002
H  0.75858  3.51358  -2.84973  -0.0003
H  -0.27470  3.12106  -4.28518  0.0001
H  0.77048  1.89523  -3.54598  -0.0004
H  -0.82200  1.98381  -1.57952  -0.0016
H  -2.39396  3.77938  -3.41954  0.0001
H  -1.81471  4.36783  -1.92370  0.0000
H  -3.12389  3.07910  -1.88690  0.0000
H  -1.59849  1.47928  -5.21303  -0.0001
H  -3.19372  -0.28774  -6.04732  0.0001
H  -4.23329  -1.69487  -4.48913  -0.0001
H  -3.68404  -1.71032  -0.72303  0.0008
H  -3.69860  -3.28111  -3.22167  0.0000
H  -3.57128  -4.15743  -1.67851  0.0000
H  -2.20581  -3.27961  -2.16106  0.0000
H  -5.76436  -2.83387  -2.65094  0.0000
H  -6.20464  -1.42092  -1.81920  0.0000
H  -5.86606  -2.85470  -0.87535  0.0000
H  -4.55530  0.96406  1.96111  0.0000
H  -4.65631  1.32508  -0.98098  -0.0001
H  -2.64741  -2.64275  5.13091  -0.0014
H  -2.36693  -0.72681  6.73314  -0.0006
H  -1.62414  1.31085  5.82819  -0.0005
H  -1.20105  1.94047  2.12130  0.0004
H  -0.53159  3.33956  4.75386  -0.0001
H  0.38269  3.43073  3.26643  -0.0001
H  0.43235  2.01016  4.33788  -0.0001
H  -2.99292  3.25556  4.17929  -0.0001
H  -3.22123  3.16892  2.43299  -0.0001
H  -2.12395  4.32197  3.14743  0.0000
H  -2.51761  -2.52672  1.64040  0.0005
H  -3.94501  -4.00998  3.73911  -0.0001
H  -2.16000  -3.92414  3.72650  0.0012
H  -3.14930  -4.68859  2.38912  0.0000
H  -5.49077  -2.15687  2.55451  -0.0001
H  -4.89179  -3.27288  1.34112  0.0001
H  -4.70005  -1.52554  1.22676  -0.0001

Properties
- HOMO (alpha / beta): -7.54 / -7.53 eV
- Gap between HOMO and LUMO (alpha / beta): 5.850 / 3.644 eV
- ⟨S²⟩: 0.755
- Spin multiplicity: 2


E (computed, Ha): -1474.441441 -8590.768629
Energy above the lowest of the compared OMol25 structures with the same formula, charge and spin (computed, kcal per mole): 72.5 49.8